Here is a structure of composition C19H42P2PdSi at a distorted geometry from the Open Molecules 2025 dataset. Energies are from ωB97M-V/def2-TZVPD.

CARTESIAN COORDINATES (ANGSTROEM)
P 2.676 4.119 -2.136
P 4.386 1.430 -3.018
C 4.368 4.235 -2.865
C 4.793 3.043 -3.718
H 5.098 4.432 -2.068
H 4.330 5.157 -3.473
H 4.372 3.114 -4.729
H 5.890 3.015 -3.838
C 5.821 1.428 -1.860
H 5.893 0.476 -1.325
H 5.839 2.263 -1.143
H 6.674 1.546 -2.564
C 5.050 0.377 -4.293
H 6.098 0.705 -4.352
H 4.531 0.575 -5.234
H 4.974 -0.668 -3.998
C 2.754 5.813 -1.501
H 1.789 6.114 -1.092
H 3.009 6.408 -2.416
H 3.567 5.920 -0.768
C 1.892 4.565 -3.718
H 2.060 3.881 -4.550
H 2.381 5.524 -3.959
H 0.830 4.743 -3.586
Pd -0.564 -0.178 -0.712
C 2.602 -0.337 -1.989
C 3.041 0.225 -0.788
C 3.295 1.611 -0.225
C 2.212 2.550 0.372
C 1.249 3.138 -0.642
C 0.598 2.224 -1.591
C 1.359 1.653 -2.780
C 1.530 0.112 -2.962
C -1.660 0.988 0.439
H 2.892 -1.397 -1.989
H 3.288 -0.517 -0.007
H 3.807 2.198 -1.015
H 4.057 1.440 0.575
H 1.784 2.094 1.284
H 2.811 3.431 0.727
H 0.575 3.942 -0.259
H -0.302 2.721 -1.962
H 2.431 1.951 -2.575
H 1.054 2.191 -3.711
H 0.505 -0.351 -2.947
H 1.907 -0.058 -4.000
H -2.568 0.360 0.423
H -1.775 1.961 -0.070
H -1.180 1.098 1.404
C -2.536 -2.696 -0.080
Si -1.142 -2.543 1.177
C -1.541 -1.542 2.724
C -0.604 -4.256 1.698
C 0.383 -1.773 0.218
H -3.345 -3.309 0.334
H -2.137 -3.203 -0.973
H -2.940 -1.716 -0.383
H -2.252 -2.112 3.341
H -0.624 -1.397 3.323
H -1.972 -0.554 2.515
H -0.323 -4.858 0.827
H 0.263 -4.220 2.367
H -1.395 -4.794 2.222
H 1.176 -1.474 0.943
H 0.850 -2.527 -0.498

Frontier orbital gap (alpha / beta)   6.3 / 6.2 eV
Multiplicity   3
HOMO level (alpha / beta)   -5.7 / -6.7 eV
LUMO energy (alpha / beta)   0.56 / -0.51 eV
Energy above the lowest of the compared OMol25 structures with the same formula, charge and spin   381.7 kJ/mol